Computed, not measured: a 7-piece molecular cluster, C5H23NO8 overall in a non-equilibrium geometry, with ωB97M-V/def2-TZVPD.

Its charge is 0. As for the energy relative to the best compared isomer or geometry (same formula, charge and spin): 54.4 kcal per mole. As for the SMILES: CCC(=O)NCCO.O.O.O.O.O.O. Its spin multiplicity is 1. The calculation puts the frontier orbital gap at 0.3438 Eh. The calculation puts the HOMO energy at -9.404 eV. The value obtained for the total energy is -23427.6776 eV. For the LUMO energy, the calculation gives -0.048 eV.

CARTESIAN COORDINATES (ANGSTROEM)
C1 1.169 1.399 -2.037
C2 0.177 0.986 -3.131
C3 2.261 0.391 -1.882
N1 2.835 0.211 -0.616
C4 2.153 0.394 0.639
C5 2.092 -0.946 1.448
O1 2.779 -0.851 2.707
O2 2.753 -0.254 -2.793
H1 1.484 2.434 -2.146
H2 0.597 1.507 -1.105
H3 -0.328 1.899 -3.477
H4 0.689 0.629 -4.020
H5 -0.684 0.396 -2.822
H6 3.626 -0.408 -0.715
H7 1.118 0.709 0.616
H8 2.649 1.178 1.227
H9 2.613 -1.672 0.830
H10 1.075 -1.207 1.732
H11 3.036 0.056 2.885
H12 -0.944 -2.438 3.126
H13 -1.494 -1.909 1.749
O3 -1.260 -1.656 2.652
H14 -1.891 -3.703 -0.250
H15 -2.136 -3.284 -1.766
O4 -1.823 -3.973 -1.166
H16 -0.878 0.466 3.627
H17 -1.871 0.432 2.560
O5 -1.413 1.077 3.110
H18 -1.691 1.297 -1.018
H19 -3.172 1.202 -0.281
O6 -2.637 1.116 -1.070
H20 -3.403 -1.812 -0.301
H21 -2.651 -0.531 0.108
O7 -2.608 -1.502 0.144
H22 -1.074 3.428 0.115
H23 -0.485 2.377 1.126
O8 -0.663 2.564 0.192